Here is a molecular structure, C20H22BN10OY in a non-equilibrium geometry from the OMol25 dataset. Energies are from ωB97M-V with the def2-TZVPD basis set.

Its charge is +3. The molecular weight comes out at 518.18 g mol⁻¹. Its expectation value of S² is 0.774. As for the spin multiplicity: 2. The calculation puts the HOMO-LUMO gap (spin up / spin down) at 8.1430 / 4.3789 eV.

```
55
Properties=species:S:1:pos:R:3:nbo_charge:R:1
Y -0.494 0.633 -0.093 2.21
C 0.207 -2.386 2.729 -0.30
C -0.004 -1.016 2.692 0.03
N 0.496 -0.474 1.554 -0.48
N 1.096 -1.526 0.817 -0.39
C 0.891 -2.689 1.521 0.04
B 2.014 -1.341 -0.424 0.92
N 1.124 -1.459 -1.658 -0.36
C 1.376 -2.228 -2.750 0.05
C 0.401 -1.936 -3.703 -0.30
C -0.521 -1.075 -3.074 0.04
N -0.040 -0.749 -1.844 -0.51
N 2.574 0.130 -0.413 -0.36
C 3.800 0.509 -0.841 0.02
C 3.853 1.924 -0.804 -0.30
C 2.565 2.361 -0.421 0.03
N 1.752 1.282 -0.279 -0.49
N 3.157 -2.374 -0.515 -0.41
C 4.228 -2.373 0.444 0.23
C 4.404 -3.660 0.986 -0.06
C 3.476 -4.461 0.228 -0.05
N 2.761 -3.758 -0.679 -0.05
H -0.123 -3.108 3.478 0.28
H -0.436 -0.420 3.469 0.25
H 1.196 -3.648 1.112 0.24
H 2.170 -2.936 -2.669 0.25
H 0.365 -2.275 -4.738 0.28
H -1.541 -0.756 -3.357 0.25
H 4.544 -0.196 -1.194 0.24
H 4.708 2.625 -0.912 0.28
H 2.260 3.393 -0.207 0.25
H 4.654 -1.423 0.714 0.27
H 4.927 -3.966 1.934 0.31
H 3.359 -5.534 0.417 0.29
C -4.846 -0.790 0.335 -0.71
C -3.672 0.035 0.763 0.76
O -2.588 -0.096 0.090 -0.81
N -3.737 1.013 1.692 -0.56
C -2.661 1.936 1.944 -0.23
C -2.467 2.874 0.763 0.20
C -3.481 3.702 0.300 -0.22
C -3.197 4.613 -0.688 -0.09
C -1.914 4.688 -1.215 -0.21
C -0.948 3.837 -0.683 0.06
N -1.219 2.881 0.218 -0.62
H -4.902 -1.748 0.933 0.29
H -4.792 -0.951 -0.739 0.28
H -5.738 -0.222 0.617 0.25
H -4.583 1.020 2.278 0.45
H -1.697 1.399 2.053 0.18
H -2.784 2.463 2.942 0.29
H -4.459 3.624 0.766 0.25
H -3.998 5.313 -0.971 0.27
H -1.625 5.413 -1.983 0.27
H 0.107 3.907 -0.936 0.22
```

Here is a molecular structure, C20H22Br2CrN2O4PS7 in a non-equilibrium geometry from the OMol25 dataset. Energies are from ωB97M-V with the def2-TZVPD basis set.

Its charge is -2. The energy relative to the best compared isomer or geometry (same formula, charge and spin) comes out at 3.5 kcal per mole. The molecular weight comes out at 821.65 g mol⁻¹. Its expectation value of S² is 8.779. As for the spin multiplicity: 6. The calculation puts the HOMO-LUMO gap (spin up / spin down) at 3.5108 / 6.2687 eV.

```
59
Properties=species:S:1:pos:R:3:nbo_charge:R:1
Cr -0.440 -0.846 0.670 1.01
Br -2.691 0.578 -1.914 0.03
C -2.783 -1.260 -1.408 0.18
C -3.800 -1.994 -1.946 -0.37
C -3.927 -3.361 -1.554 -0.30
C -2.957 -3.877 -0.720 -0.18
C -1.928 -3.073 -0.254 -0.05
N -1.855 -1.695 -0.541 -0.71
C -0.792 -3.632 0.521 0.74
O -0.740 -4.834 0.810 -0.71
O 0.107 -2.750 0.840 -0.87
H -4.501 -1.533 -2.626 0.21
H -4.748 -3.964 -1.922 0.19
H -2.944 -4.912 -0.403 0.23
C 0.914 0.670 -5.231 -0.63
C 0.759 1.555 -4.007 -0.06
O 1.918 1.478 -3.187 -0.85
P 1.862 0.642 -1.778 1.60
S 0.678 1.632 -0.511 -0.67
S 1.617 -1.274 -2.071 -0.59
O 3.419 0.925 -1.364 -0.85
C 3.849 2.279 -1.239 -0.06
C 4.552 2.479 0.090 -0.62
H 0.013 0.720 -5.847 0.20
H 1.074 -0.360 -4.914 0.24
H 1.772 0.992 -5.826 0.19
H -0.129 1.264 -3.441 0.21
H 0.648 2.604 -4.298 0.16
H 2.990 2.950 -1.303 0.20
H 4.526 2.494 -2.072 0.16
H 3.859 2.287 0.910 0.22
H 4.910 3.508 0.163 0.19
H 5.403 1.800 0.176 0.20
C 4.741 -0.698 2.171 -0.63
C 3.322 -0.865 2.642 -0.06
C 3.027 -1.418 3.886 -0.15
C 1.700 -1.633 4.216 -0.26
C 0.726 -1.269 3.310 0.18
Br -1.071 -1.727 3.700 0.16
N 0.969 -0.666 2.142 -0.51
C 2.266 -0.493 1.837 0.07
H 5.352 -1.537 2.508 0.21
H 5.184 0.217 2.571 0.21
H 4.773 -0.652 1.084 0.24
H 3.818 -1.718 4.563 0.20
H 1.413 -2.102 5.145 0.23
H 2.447 -0.046 0.867 0.24
C -3.311 3.976 0.455 -0.73
S -3.813 3.595 2.162 0.23
C -4.278 1.918 1.984 -0.51
C -3.409 0.885 1.808 -0.33
S -1.707 1.057 1.707 -0.29
S -4.189 -0.691 1.659 0.51
C -5.843 -0.164 1.751 -0.55
S -7.138 -1.180 1.604 -0.18
S -5.990 1.542 2.005 0.44
H -2.926 4.996 0.463 0.21
H -4.172 3.900 -0.205 0.21
H -2.528 3.279 0.159 0.25
```